{"formula": "CH4ClN2P", "method": "wB97M-V/def2-TZVPD", "symbols": ["C", "N", "N", "P", "Cl", "H", "H", "H", "H"], "xyz": [[-0.390, 0.046, 0.659], [1.007, 0.177, 0.566], [1.974, -1.875, 0.187], [2.176, -0.450, -0.297], [3.855, 0.620, 0.089], [-0.963, -0.421, -0.102], [-0.762, 0.972, 0.542], [-0.883, -0.257, 1.609], [2.372, -0.045, -1.562]], "lowdin_charge": [-0.1958, -0.1470, -0.1142, 0.0338, 0.2638, 0.0702, 0.0416, 0.1024, -0.0548], "total_energy_ha": -951.3927, "e_homo_ha": [-0.3711, -0.3710], "e_above_lowest_kcal_mol": 65.2, "spin_multiplicity": 1}

=====

{"formula": "CH4ClN2P", "method": "wB97M-V/def2-TZVPD", "symbols": ["C", "N", "N", "P", "Cl", "H", "H", "H", "H"], "xyz": [[1.122, 2.287, 0.844], [1.619, 2.077, -0.279], [1.810, 2.127, -1.391], [-1.659, 0.858, -0.565], [-2.796, -0.061, 0.820], [-0.893, -0.110, -1.330], [0.442, 1.469, 1.071], [1.773, 2.697, 1.648], [-2.783, 0.608, -1.389]], "lowdin_charge": [-0.0504, -0.2305, 0.1071, 0.3206, 0.0417, -0.1209, 0.0126, 0.0794, -0.1595], "total_energy_ha": -951.3512, "e_homo_ha": [-0.2187, -0.3649], "s2": 2.02, "e_above_lowest_kcal_mol": 51.4, "spin_multiplicity": 3}

=====

{"formula": "CH4ClN3", "method": "wB97M-V/def2-TZVPD", "symbols": ["C", "N", "N", "N", "Cl", "H", "H", "H", "H"], "xyz": [[-0.150, 0.413, 0.695], [-1.122, -0.456, 0.083], [-0.090, -0.422, -1.217], [0.851, 0.409, -0.440], [2.397, -0.402, -0.102], [-0.559, 1.446, 0.899], [0.420, 0.268, 1.581], [-1.224, -1.513, 0.355], [-0.522, 0.257, -1.854]], "lowdin_charge": [-0.3258, -0.0134, -0.0230, -0.5456, 0.5039, 0.1176, 0.0682, 0.1308, 0.0874], "total_energy_ha": -664.7932, "e_homo_ha": -0.3500, "e_above_lowest_kcal_mol": 83.3, "spin_multiplicity": 1}

=====

{"formula": "CH4ClNOP2", "method": "wB97M-V/def2-TZVPD", "symbols": ["C", "N", "O", "P", "P", "Cl", "H", "H", "H", "H"], "xyz": [[1.476, 0.450, -0.409], [-1.237, -0.907, -0.729], [-2.411, -1.122, -0.772], [-0.620, -1.433, 0.814], [0.471, 0.510, 1.152], [-1.081, 2.052, 0.379], [2.535, -0.004, -0.117], [1.680, 1.560, -0.724], [0.981, -0.036, -1.132], [-1.794, -1.070, 1.538]], "lowdin_charge": [-0.4593, -0.4117, -0.1422, 0.6314, 0.4361, -0.0432, 0.0780, 0.0645, -0.0724, -0.0811], "total_energy_ha": -1313.2928, "e_homo_ha": [-0.3323, -0.3323], "e_above_lowest_kcal_mol": 6.2, "spin_multiplicity": 1}

=====

{"formula": "CH4ClO3P", "method": "wB97M-V/def2-TZVPD", "symbols": ["C", "O", "O", "O", "P", "Cl", "H", "H", "H", "H"], "xyz": [[-1.465, 0.002, -1.070], [2.232, 0.366, -0.272], [-0.551, -0.448, -0.084], [1.251, -0.039, 1.895], [1.021, 0.854, 0.585], [0.155, -0.252, 3.152], [-2.485, 0.405, -0.760], [-1.594, -1.019, -1.420], [-1.015, 0.709, -1.823], [2.452, -0.578, -0.203]], "lowdin_charge": [-0.2563, -0.2461, -0.4420, -0.8822, 0.8639, 0.6564, 0.0786, 0.0651, 0.0726, 0.0899], "total_energy_ha": -1067.6809, "e_homo_ha": -0.3325, "e_above_lowest_kcal_mol": 53.3, "spin_multiplicity": 1}

=====

{"formula": "CH4ClOPS", "method": "wB97M-V/def2-TZVPD", "symbols": ["C", "O", "P", "S", "Cl", "H", "H", "H", "H"], "xyz": [[-1.780, -0.168, -0.124], [0.806, 0.341, 0.335], [-0.466, 1.041, 0.216], [-0.618, 2.934, 0.204], [4.404, -0.876, 0.208], [-1.263, -1.091, -0.021], [-2.849, -0.203, 0.348], [-1.885, -0.091, -1.203], [3.650, -1.887, 0.037]], "lowdin_charge": [-0.2568, -0.4424, 0.1285, 0.4385, 0.2634, 0.0207, 0.0883, 0.0191, -0.2593], "total_energy_ha": -1315.3560, "e_homo_ha": [-0.2280, -0.3887], "s2": 2.01, "e_above_lowest_kcal_mol": 4.8, "spin_multiplicity": 3}